ORCA calculation (ωB97M-V with the def2-TZVPD basis set) on C7H10O2 in the gas phase in a non-equilibrium geometry.

The geometry in XYZ format:
```
19
C7H10O2, DFT ωB97M-V with the def2-TZVPD basis set
C 0.10 0.74 1.39
C 0.19 2.06 0.98
C 2.59 -0.66 -1.64
C 1.42 -0.13 -1.44
C -1.13 -0.04 1.47
C -0.85 -1.07 0.43
C -0.88 -0.60 -0.97
O -2.10 -0.35 -1.55
O 0.21 -0.29 -1.70
H 1.15 2.45 0.83
H -0.69 2.48 0.58
H 3.58 -0.14 -1.45
H 2.77 -1.65 -2.02
H 0.95 0.29 1.70
H -1.34 -0.55 2.54
H -2.04 0.67 1.29
H -0.05 -1.75 0.69
H -1.55 -2.02 0.49
H -2.33 0.57 -1.63
```

LUMO energy in eV: 0.33
HOMO in eV: -6.78
Energy relative to the best compared isomer or geometry (same formula, charge and spin) in kJ/mol: 668.6
Gap between HOMO and LUMO in eV: 7.11

How is the electron density shared among the atoms? According to Mulliken, the charges in e are:
1 C -0.36
2 C -0.76
3 C -0.80
4 C 0.33
5 C -0.32
6 C -0.60
7 C 0.10
8 O -0.49
9 O -0.20
10 H 0.30
11 H 0.29
12 H 0.20
13 H 0.28
14 H 0.46
15 H 0.25
16 H 0.20
17 H 0.48
18 H 0.32
19 H 0.33

ORCA calculation (ωB97M-V with the def2-TZVPD basis set) on a molecular structure, C22H35BrMnN3O5P in a non-equilibrium geometry.

The geometry in XYZ format:
```
68
C22H35BrMnN3O5P, DFT ωB97M-V with the def2-TZVPD basis set
Mn 0.34 0.48 0.22
N -1.64 0.19 -1.68
N -0.36 0.85 -1.82
H -2.13 0.10 -2.58
H -2.23 0.76 -1.07
H -0.46 1.84 -2.09
H 0.13 0.38 -2.59
C -0.05 0.74 6.68
C -0.41 0.51 5.25
C -1.74 0.34 4.89
C -2.12 0.05 3.57
C -3.56 -0.09 3.23
C -1.12 -0.10 2.63
C 0.24 0.21 2.92
C 0.57 0.47 4.27
N 1.06 0.31 1.84
C 2.51 0.48 1.92
C 2.88 1.88 2.46
C 3.08 0.37 0.48
C 3.15 -0.64 2.76
H -0.91 1.09 7.24
H 0.76 1.46 6.78
H 0.28 -0.19 7.14
H -2.51 0.42 5.64
H -4.05 -0.84 3.85
H -3.70 -0.34 2.18
H -4.07 0.86 3.41
H -1.38 -0.46 1.63
H 1.58 0.69 4.57
H 2.55 2.65 1.75
H 3.96 1.95 2.57
H 2.42 2.09 3.42
H 2.60 1.10 -0.19
H 2.98 -0.66 0.12
H 4.14 0.61 0.50
H 3.03 -0.49 3.83
H 4.21 -0.67 2.55
H 2.71 -1.60 2.50
C 1.58 -4.00 0.32
O 1.40 -2.58 0.49
P 0.27 -1.79 -0.31
O -1.02 -2.64 0.08
C -2.24 -2.76 -0.65
O 0.44 -2.21 -1.87
C 1.68 -1.96 -2.52
H 2.26 -4.20 -0.52
H 0.63 -4.49 0.14
H 2.03 -4.38 1.24
H -2.81 -3.52 -0.12
H -2.04 -3.09 -1.67
H -2.79 -1.82 -0.66
H 1.53 -2.16 -3.58
H 2.46 -2.64 -2.14
H 2.02 -0.93 -2.37
Br 1.36 5.29 -0.15
C -0.43 5.40 0.48
C -1.03 6.64 0.60
C -2.35 6.73 1.02
C -3.06 5.58 1.33
C -2.47 4.35 1.21
C -1.15 4.23 0.77
C -0.59 2.89 0.58
O 0.63 2.68 0.34
O -1.35 1.88 0.63
H -0.47 7.53 0.36
H -2.81 7.70 1.09
H -4.09 5.66 1.67
H -3.00 3.44 1.44
```

LUMO energy (alpha / beta) in eV: -8.89 / -9.15
Multiplicity: 2
HOMO (alpha / beta) in eV: -13.68 / -13.68
Net charge: +2
Gap between HOMO and LUMO (alpha / beta) in eV: 4.80 / 4.53

How is the electron density shared among the atoms? According to Mulliken, the charges in e are:
1 Mn 0.30
2 N -0.46
3 N -0.48
4 H 0.28
5 H 0.23
6 H 0.32
7 H 0.36
8 C -1.70
9 C -0.13
10 C -0.38
11 C -0.10
12 C -1.87
13 C 0.12
14 C 1.28
15 C -0.53
16 N 1.66
17 C 1.18
18 C -1.50
19 C -1.95
20 C -1.53
21 H 0.43
22 H 0.39
23 H 0.35
24 H 0.51
25 H 0.49
26 H 0.28
27 H 0.39
28 H 0.08
29 H 0.43
30 H 0.35
31 H 0.49
32 H 0.32
33 H 0.23
34 H 0.43
35 H 0.66
36 H 0.38
37 H 0.49
38 H 0.28
39 C -0.85
40 O -0.19
41 P 0.93
42 O -0.31
43 C -0.65
44 O -0.36
45 C -0.62
46 H 0.32
47 H 0.34
48 H 0.25
49 H 0.28
50 H 0.31
51 H 0.25
52 H 0.28
53 H 0.21
54 H 0.26
55 Br -0.14
56 C 0.10
57 C -0.58
58 C -0.50
59 C -0.78
60 C -0.42
61 C 0.27
62 C 1.14
63 O -0.68
64 O -0.70
65 H 0.46
66 H 0.42
67 H 0.43
68 H 0.45

Calculated total energy: -11508.9271; -148726.0109 (eV)